# 1
Computed, not measured: 2 unconnected molecules or ions with the total composition C11H23NOS, with the ωB97M-V functional and the def2-TZVPD basis.

Computed properties:
energy above the lowest of the compared OMol25 structures with the same formula, charge and spin	113.5	kcal/mol
LUMO energy	0.0255	Eh
orbital gap	9.9	eV
charge	0
DFT total energy	-26148.112	eV
HOMO level	-9.22	eV

Last column: Mulliken charge in e.
Geometry (Å):
C: -0.197 0.788 -0.952  -1.09
C: -0.532 0.067 1.343  -1.76
C: 1.224 0.896 -0.400  -1.27
C: 0.683 -0.728 1.442  -1.18
C: -1.170 -0.053 0.026  0.53
C: 1.499 -0.512 0.177  1.16
C: 2.028 -1.426 -0.587  -1.77
C: -3.150 -1.206 0.250  -1.88
C: -3.047 0.359 -1.606  -1.57
C: -3.137 1.348 0.792  -1.76
C: -2.625 0.240 -0.151  1.57
N: 5.298 -0.971 -0.565  -0.66
O: 5.118 1.092 1.101  -0.54
S: 4.663 0.416 -0.422  0.49
H: -0.607 1.729 -1.208  0.57
H: -0.091 0.207 -1.864  0.34
H: -1.093 -0.312 2.087  0.69
H: -0.409 1.059 1.517  0.57
H: 1.903 1.158 -1.127  0.68
H: 1.187 1.600 0.416  0.33
H: 1.304 -0.418 2.305  0.30
H: 0.488 -1.771 1.469  0.49
H: -0.867 -1.050 -0.259  0.55
H: 5.993 0.786 1.391  0.34
H: 2.554 -1.157 -1.456  0.49
H: 1.967 -2.464 -0.354  0.32
H: -4.166 -1.093 0.245  0.62
H: -3.009 -1.507 1.369  0.29
H: -2.900 -2.119 -0.399  0.38
H: -4.058 0.742 -1.609  0.43
H: -2.424 1.035 -2.284  0.27
H: -3.030 -0.698 -1.909  0.41
H: -4.180 1.373 1.072  0.38
H: -3.014 2.205 0.194  0.48
H: -2.534 1.365 1.656  0.39
H: 4.767 -1.787 -0.370  0.27
H: 5.564 0.808 -1.331  0.14

# 2
Computed, not measured: 5 unconnected molecules or ions with the total composition C11H24Cl8O3S, with the ωB97M-V functional and the def2-TZVPD basis.

Computed properties:
SMILES	CCOS(C)(=O)=O.ClCCCl.ClCCCl.ClCCCl.ClCCCl
LUMO energy	0.0169	Eh
orbital gap	10.9	eV
charge	0
DFT total energy	-128952.712	eV
HOMO level	-10.42	eV

Last column: Mulliken charge in e.
Geometry (Å):
O: -8.925 11.188 -2.863  -0.56
S: -7.681 11.346 -2.081  1.13
O: -6.587 12.248 -2.582  -0.62
O: -7.970 11.765 -0.537  -0.29
C: -9.096 11.141 0.166  -0.10
C: -9.342 11.943 1.412  -1.06
C: -6.927 9.685 -1.801  -1.02
H: -8.962 10.124 0.537  0.30
H: -9.965 10.965 -0.467  0.33
H: -8.471 12.174 2.025  0.33
H: -10.141 11.594 2.068  0.44
H: -9.693 12.942 1.154  0.05
H: -6.078 9.657 -1.117  0.34
H: -6.579 9.447 -2.806  0.38
H: -7.689 8.972 -1.489  0.34
Cl: -15.440 14.409 0.896  -0.23
C: -13.702 13.919 1.307  0.00
C: -13.183 14.806 2.485  -0.47
Cl: -11.456 14.406 2.674  -0.16
H: -13.095 14.113 0.423  -0.11
H: -13.679 12.850 1.518  0.34
H: -13.801 14.680 3.374  0.36
H: -13.253 15.864 2.229  0.30
Cl: -11.531 17.588 -6.455  -0.16
C: -12.799 18.180 -5.366  -0.53
C: -12.260 18.745 -3.991  -0.49
Cl: -11.595 17.468 -2.961  -0.11
H: -13.481 17.368 -5.112  0.31
H: -13.386 18.924 -5.904  0.37
H: -13.089 19.122 -3.393  0.28
H: -11.598 19.583 -4.209  0.34
Cl: -9.488 10.453 -8.972  -0.21
C: -11.042 11.208 -8.522  -0.11
C: -11.465 12.265 -9.555  -0.44
Cl: -10.468 13.707 -9.504  -0.17
H: -10.966 11.408 -7.453  -0.03
H: -11.813 10.443 -8.433  0.32
H: -12.474 12.607 -9.326  0.28
H: -11.375 11.874 -10.568  0.36
Cl: -11.558 13.200 -5.530  -0.22
C: -10.882 13.823 -4.024  0.01
C: -11.668 13.307 -2.859  -0.59
Cl: -11.221 14.138 -1.306  -0.25
H: -10.846 14.912 -4.075  0.09
H: -9.841 13.504 -3.962  0.16
H: -11.715 12.229 -2.706  0.35
H: -12.711 13.604 -2.972  0.42

# 3
Computed, not measured: a molecular structure, C11H24ClCuN2O9, with the ωB97M-V functional and the def2-TZVPD basis.

Computed properties:
energy above the lowest of the compared OMol25 structures with the same formula, charge and spin	293.6	kcal/mol
LUMO energy	0.1903	Eh
orbital gap	3.4	eV
charge	-2
DFT total energy	-90342.100	eV
HOMO level	1.77	eV

Last column: Mulliken charge in e.
Geometry (Å):
Cu: 1.081 0.401 0.514  -0.47
Cl: 1.824 0.630 2.874  2.16
O: 1.685 0.368 4.254  -0.83
O: 1.653 -0.574 2.087  -0.83
O: 0.751 1.550 2.463  -0.66
O: 3.107 1.134 2.489  -0.75
C: -0.019 2.020 -1.615  -2.79
C: -1.017 1.091 -1.119  2.30
C: -1.136 0.009 -2.239  -1.33
C: -1.908 -1.276 -1.956  -0.98
C: -1.398 -1.768 -0.615  -1.15
C: -1.379 -0.778 0.539  1.53
N: -0.728 0.498 0.198  1.60
O: -0.638 1.415 1.319  -0.58
C: -0.469 -1.532 1.569  -2.14
C: -2.897 -0.659 0.942  -2.04
C: -2.439 1.795 -1.126  -2.08
H: 0.329 2.733 -0.868  0.47
H: -0.316 2.592 -2.494  0.49
H: 0.933 1.576 -1.907  0.32
H: -0.134 -0.352 -2.471  0.28
H: -1.571 0.402 -3.158  0.50
H: -1.797 -2.007 -2.756  0.45
H: -2.991 -1.148 -1.937  0.41
H: -0.345 -2.020 -0.742  0.28
H: -1.876 -2.671 -0.235  0.43
H: 0.458 -1.913 1.140  0.06
H: -1.041 -2.381 1.944  0.81
H: -0.202 -0.884 2.404  0.13
H: -3.080 0.329 1.364  0.38
H: -2.991 -1.510 1.616  0.60
H: -3.610 -0.835 0.137  0.30
H: -2.484 2.513 -0.308  0.44
H: -3.233 1.049 -1.168  0.30
H: -2.509 2.452 -1.992  0.55
N: 1.720 2.865 -0.043  0.85
O: 0.951 3.198 0.876  -0.53
O: 1.959 1.651 -0.101  -0.38
O: 2.163 3.690 -0.842  -0.86
C: 3.454 -1.366 0.372  -1.57
C: 2.002 -1.828 0.229  0.04
O: 1.240 -1.024 -0.575  0.31
H: 3.673 -0.311 0.536  0.22
H: 3.989 -1.586 -0.552  0.37
H: 4.113 -1.797 1.126  0.40
H: 1.529 -1.755 1.208  0.53
H: 1.866 -2.888 0.013  0.46
H: 1.731 -1.097 -1.397  0.00

Q: Which value of LUMO energy does entry 1 give?
A: 0.0255 Eh